Molecular formula: C4H9N3
Method: DFT, ωB97M-V/def2-TZVPD

## Properties
* energy above the lowest of the compared OMol25 structures with the same formula, charge and spin: 4.351 eV
* frontier orbital gap: 0.31468 Ha
* HOMO level: -7.5 eV
* E: -8760.17440 eV
* largest force on an atom: 0.0808 hartree/bohr

CARTESIAN COORDINATES (ANGSTROEM)
C1 -1.932136 0.933333 0.547973
C2 -1.059123 0.032475 0.142469
C3 2.713440 -0.103662 0.228165
C4 1.358241 0.074424 -0.456486
N1 -3.046356 0.158564 0.106231
N2 -2.101685 -0.749557 -0.435550
N3 0.178932 -0.407063 0.310173
H1 -1.931102 1.981238 1.006952
H2 2.889896 -1.142599 0.689313
H3 3.359488 0.312721 -0.629953
H4 2.694020 0.620267 1.020235
H5 1.187852 1.134836 -0.640262
H6 1.509930 -0.439798 -1.417396
H7 -3.699801 0.778771 -0.548093
H8 -2.147645 -1.726413 -0.173201
H9 0.026056 -1.457540 0.249436

Force components x, y, z for each atom (eV/Å):
-0.584 3.593 1.702
-1.714 0.092 -0.662
-0.416 0.271 -0.624
-0.478 -0.923 -0.139
-2.616 2.377 0.167
0.657 -0.228 -2.195
2.795 -3.072 0.162
-0.062 -1.870 -0.835
0.063 1.544 -1.268
0.018 -1.256 1.737
0.575 0.226 0.697
0.032 -0.044 -0.100
-0.842 0.125 -0.099
1.937 -2.421 0.868
-0.673 0.013 0.406
1.309 1.573 0.183